(i)
Molecular formula: H16O8
Method: DFT, ωB97M-V/def2-TZVPD

Calculated values
- 2S+1 = 1
- frontier orbital gap (eV) = 9.5

Element x y z (Å)
1 O 1.359 -1.680 -1.670
2 O -2.963 -0.491 2.223
3 O -0.426 0.619 -0.198
4 O 2.411 1.348 -1.777
5 O -2.366 -1.343 -0.581
6 O -0.994 -0.216 3.876
7 O 0.148 1.498 -3.423
8 O 1.043 -0.329 2.020
9 H -1.709 -2.044 -0.748
10 H 3.253 0.971 -1.529
11 H -0.224 -0.059 3.414
12 H 0.060 1.220 -0.715
13 H -3.873 -0.412 2.012
14 H 1.958 -0.081 2.051
15 H 0.998 -1.273 1.994
16 H 1.367 -0.811 -1.298
17 H 0.760 1.847 -4.031
18 H 0.036 0.475 0.647
19 H -2.569 -0.741 1.393
20 H 1.892 -1.589 -2.453
21 H -1.766 -0.613 -0.434
22 H -1.814 0.100 3.459
23 H 2.580 2.257 -1.521
24 H 0.829 1.351 -2.722

---

(ii)
Molecular formula: H16O8
Method: DFT, ωB97M-V/def2-TZVPD

Calculated values
- 2S+1 = 1
- frontier orbital gap (eV) = 9.6

Element x y z (Å)
1 O -1.819 2.198 -3.179
2 O -4.693 1.537 -1.624
3 O 1.580 -4.415 -1.085
4 O 0.207 -0.848 0.283
5 O -1.684 -1.854 0.932
6 O 2.312 -0.107 -0.693
7 O 3.215 3.242 -0.376
8 O 1.474 0.922 5.016
9 H 2.457 -0.990 -0.621
10 H 0.558 -0.969 1.183
11 H 1.676 -0.138 -1.396
12 H 1.518 -4.255 -0.155
13 H -2.197 2.226 -2.215
14 H 0.869 0.756 5.826
15 H -0.162 -0.002 0.168
16 H 1.136 0.464 4.284
17 H -1.504 -2.731 0.698
18 H 3.712 3.201 -1.168
19 H -0.871 1.933 -3.143
20 H -4.533 2.480 -1.831
21 H -4.188 1.528 -0.821
22 H 0.838 -4.937 -1.180
23 H 2.359 2.824 -0.561
24 H -2.260 -2.064 1.657

---

(iii)
Molecular formula: H16O8
Method: DFT, ωB97M-V/def2-TZVPD

Calculated values
- 2S+1 = 1
- frontier orbital gap (eV) = 10.4

Element x y z (Å)
1 O 14.613 -11.435 12.442
2 O 13.259 -8.011 8.380
3 O 16.035 -7.763 11.749
4 O 13.037 -11.884 8.788
5 O 11.482 -8.489 13.175
6 O 15.324 -9.438 14.275
7 O 13.212 -9.230 11.323
8 O 10.624 -9.798 10.244
9 H 10.080 -9.244 9.683
10 H 15.522 -8.643 13.781
11 H 12.847 -7.963 7.518
12 H 13.035 -11.687 7.851
13 H 13.013 -11.027 9.213
14 H 15.299 -10.131 13.615
15 H 11.416 -9.282 10.396
16 H 11.003 -8.567 14.000
17 H 15.160 -7.908 11.390
18 H 13.522 -9.878 11.956
19 H 10.822 -8.213 12.539
20 H 16.628 -8.130 11.093
21 H 12.705 -8.609 11.845
22 H 13.934 -12.106 12.376
23 H 12.650 -7.560 8.964
24 H 15.151 -11.560 11.660

---

(iv)
Molecular formula: H16O8
Method: DFT, ωB97M-V/def2-TZVPD

Calculated values
- 2S+1 = 1
- frontier orbital gap (eV) = 7.9

Element x y z (Å)
1 O -13.669 -2.163 -21.012
2 O -12.322 -0.077 -18.326
3 O -14.186 -0.466 -16.977
4 O -16.411 -3.350 -18.874
5 O -15.462 -0.610 -20.553
6 O -13.504 -2.081 -17.963
7 O -14.332 0.175 -18.760
8 O -14.744 -2.075 -19.450
9 H -14.223 -1.680 -18.751
10 H -14.255 1.128 -18.808
11 H -14.198 -0.157 -17.883
12 H -12.556 -2.054 -18.091
13 H -15.105 -0.629 -16.767
14 H -16.565 -4.266 -19.105
15 H -13.654 -1.569 -17.169
16 H -15.458 -2.520 -18.994
17 H -11.729 -0.429 -18.990
18 H -14.105 -2.721 -21.656
19 H -16.366 -0.922 -20.585
20 H -14.260 -2.157 -20.260
21 H -14.937 -0.052 -19.466
22 H -13.164 -0.492 -18.511
23 H -16.427 -2.885 -19.711
24 H -15.539 0.337 -20.433

---

What are the relative energies? In kJ/mol: (i) 29.3; (ii) 267.0; (iii) 0.0; (iv) 1745.8.

---

(i)
Molecular formula: H16O8
Method: DFT, ωB97M-V/def2-TZVPD

Calculated values
- 2S+1 = 1
- frontier orbital gap (eV) = 11.6

Element x y z (Å)
1 O 1.851 -3.937 -5.108
2 O -0.370 0.920 -5.066
3 O 1.048 5.538 -1.131
4 O -4.592 -2.769 2.442
5 O -0.538 -0.557 0.212
6 O 3.088 2.642 2.108
7 O -0.932 -7.098 1.431
8 O -1.736 4.970 4.673
9 H 3.452 3.102 2.864
10 H -0.181 -7.617 1.719
11 H -0.149 1.622 -4.454
12 H 2.466 -4.477 -4.611
13 H -4.466 -2.629 3.380
14 H -3.767 -2.492 2.044
15 H 3.567 1.813 2.078
16 H -1.877 4.458 3.876
17 H 1.437 6.379 -1.369
18 H -0.843 -6.267 1.898
19 H 2.097 -4.075 -6.023
20 H 1.735 5.085 -0.641
21 H 0.306 0.257 -4.924
22 H -0.141 0.262 0.510
23 H -1.615 5.868 4.363
24 H 0.160 -0.999 -0.272

---

(ii)
Molecular formula: H16O8
Method: DFT, ωB97M-V/def2-TZVPD

Calculated values
- 2S+1 = 1
- frontier orbital gap (eV) = 10.2

Element x y z (Å)
1 O 0.019 2.340 0.244
2 O -2.508 -0.549 2.081
3 O -1.378 -3.044 -2.013
4 O -0.509 -0.428 0.015
5 O 1.780 -1.791 -0.368
6 O 1.431 -0.232 -2.827
7 O -0.356 1.668 2.727
8 O 2.539 1.750 -0.437
9 H -1.638 -3.361 -2.878
10 H -1.003 1.833 3.432
11 H 1.325 -1.019 -3.401
12 H -0.096 2.077 1.198
13 H 0.357 1.233 3.159
14 H 2.324 2.306 -1.278
15 H -0.492 0.500 0.009
16 H -2.297 -0.504 3.008
17 H 1.662 1.478 -0.270
18 H 1.552 -2.611 -0.792
19 H -3.372 -0.117 2.006
20 H 0.902 -1.383 -0.210
21 H -1.184 -0.650 0.671
22 H 0.609 3.106 0.116
23 H 1.571 -0.468 -1.940
24 H -1.237 -2.143 -2.244

---

What are the relative energies? In kJ/mol: (i) 53.5; (ii) 0.0.

---

(i)
Molecular formula: H16O8
Method: DFT, ωB97M-V/def2-TZVPD

Calculated values
- 2S+1 = 1
- frontier orbital gap (eV) = 11.3

Element x y z (Å)
1 O 2.470 -1.576 -2.308
2 O 0.527 3.607 0.686
3 O -0.374 0.945 3.493
4 O -2.711 -3.631 -0.770
5 O -0.170 -2.312 4.166
6 O 1.593 2.597 -2.636
7 O -1.599 1.414 -2.993
8 O 0.400 -1.115 0.444
9 H 0.776 2.350 -3.085
10 H -2.737 -2.860 -0.192
11 H -2.253 -4.299 -0.247
12 H 1.041 3.666 -0.127
13 H -0.823 -1.826 3.650
14 H 2.906 -1.350 -3.138
15 H 2.396 -0.734 -1.845
16 H -0.669 1.392 -2.741
17 H -0.623 -3.128 4.407
18 H -0.299 4.056 0.474
19 H -2.063 1.112 -2.205
20 H -0.635 0.310 2.816
21 H -0.721 0.573 4.311
22 H 2.274 2.479 -3.307
23 H 0.362 -0.304 0.963
24 H -0.025 -0.879 -0.389

---

(ii)
Molecular formula: H16O8
Method: DFT, ωB97M-V/def2-TZVPD

Calculated values
- 2S+1 = 1
- frontier orbital gap (eV) = 9.8

Element x y z (Å)
1 O 2.662 -1.299 0.171
2 O 2.631 4.020 -0.208
3 O 0.775 0.026 0.485
4 O -2.654 0.088 -2.609
5 O -1.596 0.321 -0.336
6 O -3.497 0.504 0.822
7 O -0.788 -0.564 2.977
8 O 1.962 -2.434 -1.103
9 H 1.184 -0.496 -0.214
10 H 2.917 -0.762 0.930
11 H 2.504 -2.173 0.546
12 H -1.061 0.607 -1.086
13 H -3.192 1.252 1.348
14 H 1.922 3.735 -0.796
15 H -3.225 0.572 -2.002
16 H -2.678 -0.818 -2.280
17 H 1.239 0.870 0.448
18 H -4.347 0.274 1.213
19 H -0.989 -0.203 0.198
20 H -0.275 -1.379 2.938
21 H -0.532 -0.088 2.179
22 H 1.431 -3.237 -1.064
23 H 2.203 -2.356 -2.033
24 H 3.405 3.541 -0.526

---

(iii)
Molecular formula: H16O8
Method: DFT, ωB97M-V/def2-TZVPD

Calculated values
- 2S+1 = 1
- frontier orbital gap (eV) = 10.0

Element x y z (Å)
1 O 1.265 -2.901 2.213
2 O -1.677 -2.106 1.428
3 O 0.867 -1.866 -2.782
4 O -1.228 2.980 1.039
5 O 0.016 -0.001 -0.531
6 O 1.613 -0.315 0.966
7 O -1.929 1.391 -1.853
8 O 2.132 2.212 -0.713
9 H -1.643 2.276 -2.299
10 H 0.848 -3.329 1.397
11 H -0.315 -0.716 -0.064
12 H -1.675 2.014 1.273
13 H 1.251 1.789 -0.643
14 H 1.167 0.279 0.312
15 H -0.484 3.159 1.786
16 H -2.771 1.505 -1.414
17 H -1.838 -2.884 0.912
18 H -2.539 -1.884 1.843
19 H 2.391 -0.077 1.137
20 H -0.888 0.331 -0.576
21 H 1.180 -1.938 2.056
22 H 0.450 -1.182 -2.257
23 H 1.855 -1.848 -2.411
24 H 1.952 3.113 -0.819

---

(iv)
Molecular formula: H16O8
Method: DFT, ωB97M-V/def2-TZVPD

Calculated values
- 2S+1 = 1
- frontier orbital gap (eV) = 11.5

Element x y z (Å)
1 O 0.207 0.156 -0.200
2 O -1.763 0.195 3.907
3 O 0.223 -4.038 3.863
4 O 2.192 -4.651 -0.750
5 O 0.501 5.058 2.187
6 O -3.080 -1.333 -2.857
7 O -1.191 5.436 -1.888
8 O 2.493 -0.466 -4.054
9 H 0.934 -0.261 -0.664
10 H -2.621 -1.173 -2.032
11 H 0.113 1.011 -0.620
12 H 0.660 -4.120 3.016
13 H -2.066 5.693 -1.599
14 H -1.529 -0.602 4.382
15 H 1.705 -5.289 -1.270
16 H 1.309 5.471 2.491
17 H 0.634 -4.706 4.411
18 H 3.002 -0.039 -4.744
19 H -0.621 5.649 -1.149
20 H 0.319 4.378 2.836
21 H -3.770 -1.957 -2.632
22 H -1.367 0.084 3.042
23 H 1.657 -0.677 -4.468
24 H 2.062 -3.820 -1.207

---

What are the relative energies? In kJ/mol: (i) 33.2; (ii) 280.6; (iii) 184.6; (iv) 0.0.

---

(i)
Molecular formula: H16O8
Method: DFT, ωB97M-V/def2-TZVPD

Calculated values
- 2S+1 = 1
- frontier orbital gap (eV) = 11.2

Element x y z (Å)
1 O -0.636 2.120 3.173
2 O -2.119 -1.603 -0.167
3 O 0.098 0.058 0.314
4 O 0.490 -2.221 2.259
5 O 0.087 1.874 -2.157
6 O -2.799 -0.114 -3.032
7 O 2.674 -1.079 -1.394
8 O 2.602 0.779 0.941
9 H 1.671 0.586 0.823
10 H -0.730 -0.397 0.161
11 H -3.155 -0.863 -3.510
12 H 1.759 -0.871 -1.209
13 H -2.921 -1.892 -0.601
14 H 2.623 1.455 1.618
15 H 0.249 0.559 -0.488
16 H 1.192 -2.321 2.902
17 H -2.299 -0.502 -2.314
18 H -0.143 2.803 -2.121
19 H -0.275 2.206 2.291
20 H -2.178 -1.970 0.715
21 H 0.753 -1.466 1.732
22 H 2.738 -2.025 -1.258
23 H -0.724 3.020 3.486
24 H 1.044 1.864 -2.168

---

(ii)
Molecular formula: H16O8
Method: DFT, ωB97M-V/def2-TZVPD

Calculated values
- 2S+1 = 1
- frontier orbital gap (eV) = 9.9

Element x y z (Å)
1 O -0.527 -1.768 -0.272
2 O 0.219 0.668 -0.699
3 O 4.702 0.832 -0.882
4 O -2.085 0.070 1.658
5 O 3.535 -1.656 1.158
6 O -2.428 1.862 -0.646
7 O -2.350 -3.702 -0.717
8 O -0.757 3.882 0.222
9 H -2.844 1.964 -1.510
10 H 1.140 0.778 -0.437
11 H -1.334 -1.286 -0.486
12 H 3.787 0.626 -1.102
13 H -0.170 0.160 0.022
14 H -0.756 3.994 1.179
15 H -2.108 -2.775 -0.609
16 H 2.951 -1.769 0.399
17 H 2.945 -1.715 1.917
18 H -3.112 1.454 -0.103
19 H 5.050 0.006 -0.528
20 H -3.181 -3.673 -1.205
21 H -2.309 -0.772 1.247
22 H -1.180 -0.052 1.966
23 H -1.077 2.983 0.091
24 H -0.275 -1.428 0.594

---

What are the relative energies? In kJ/mol: (i) 0.0; (ii) 135.7.